Formula: C2H12N4
Source: the OMol25 dataset
Level of theory: the ωB97M-V functional and the def2-TZVPD basis

Geometry as XYZ:
```
18
Properties=species:S:1:pos:R:3:forces:R:3
N 2.58890 -0.08718 2.20295 -0.1391 0.0851 0.0665
C 1.13988 -0.01044 2.31225 0.1401 -0.0110 0.1282
N 0.41120 -1.13052 1.71938 0.0550 0.2194 -0.3059
H 2.84776 -0.06048 1.22510 0.0953 -0.1159 -0.0113
H 2.91407 -0.96741 2.58319 0.0279 -0.0465 -0.0858
H 0.85558 0.93617 1.85947 -0.1616 0.0768 -0.1896
H 0.89363 0.08584 3.36570 -0.0241 -0.1305 0.2056
H -0.08422 -0.82123 0.89017 -0.0172 -0.1007 0.0253
H -0.24961 -1.56604 2.34421 -0.0060 0.0771 0.1112
N -2.26549 -0.26376 -2.30113 -0.3728 0.1622 0.2758
C -1.26509 0.78883 -2.25997 0.3172 -0.3652 0.1323
N -0.19142 0.36634 -1.36839 -0.3464 0.1673 0.4000
H -2.96058 -0.03630 -3.00133 0.0261 -0.0979 -0.1155
H -2.77455 -0.30611 -1.41851 0.2409 -0.0136 -0.1032
H -1.62782 1.74877 -1.87579 -0.0578 0.0406 -0.1421
H -0.90889 0.91716 -3.28453 -0.0959 0.1688 -0.1446
H 0.59281 0.99674 -1.45019 0.1894 -0.1479 0.0611
H 0.08384 -0.59036 -1.54256 0.1291 0.0318 -0.3081
```
Positions in Å, forces in eV/Å.

DFT total energy: -8228.7591 eV
LUMO level: 0.0348 Ha
Frontier orbital gap: 9.97 eV
SMILES: NCN.NCN
HOMO level: -9.03 eV

---

Formula: C24H20CoFN3O2Te
Source: the OMol25 dataset
Level of theory: the ωB97M-V functional and the def2-TZVPD basis

Geometry as XYZ:
```
52
Properties=species:S:1:pos:R:3:forces:R:3
Co -0.12239 -0.06017 0.44005 0.5311 0.1139 -0.2172
O -2.33041 -0.95169 -5.89653 0.0509 -0.1807 0.2198
C -2.33199 0.14423 -5.32317 -0.0261 0.0771 -0.5577
O -2.72816 1.26671 -5.65999 -0.0050 0.1258 0.2603
C -1.68782 0.10890 -3.91329 0.0384 0.0023 0.3357
C -1.19337 -1.09474 -3.40535 0.0098 0.2028 0.0521
C -0.66104 -1.09823 -2.13137 0.0303 0.3059 0.0505
N -0.62299 0.03312 -1.40776 -0.2226 -0.1705 -0.0428
C -1.09500 1.19782 -1.87327 0.0229 -0.3240 -0.1129
C -1.63362 1.27223 -3.14029 0.0046 -0.1673 -0.1505
C -0.95971 2.27116 -0.87546 0.0085 0.2372 0.1832
C -1.26798 3.59742 -1.12834 0.0989 -0.2030 0.1583
C -1.05624 4.53542 -0.12935 0.0043 -0.0011 0.0350
C -0.53764 4.12679 1.08839 0.0282 -0.1350 -0.0068
C -0.26296 2.78300 1.28516 -0.0893 0.0920 -0.0621
N -0.47845 1.86631 0.33498 -0.1488 0.0265 -0.1143
C -0.10591 -2.23951 -1.37654 0.0312 -0.0843 0.2101
C 0.05035 -3.50839 -1.91062 0.0272 0.1987 0.1887
C 0.57645 -4.50973 -1.11050 0.0284 0.0354 0.1267
C 0.93921 -4.21847 0.19767 -0.0144 0.0607 -0.0628
C 0.75718 -2.93279 0.67521 -0.0747 -0.0567 -0.1223
N 0.23923 -1.95794 -0.08265 0.0076 0.0370 -0.3240
H -1.27807 -1.95699 -4.05321 0.0248 -0.0800 -0.0097
H -2.03981 2.16670 -3.59433 -0.0127 0.0632 0.0058
H -1.65393 3.88532 -2.09370 -0.0134 0.0017 -0.0657
H -1.28788 5.57622 -0.30749 0.0084 0.0258 0.0032
H -0.33874 4.82905 1.88372 -0.0104 0.0247 0.0142
H 0.13924 2.41508 2.21734 0.0128 0.0170 0.0027
H -0.23198 -3.70049 -2.93482 -0.0157 0.0175 -0.0331
H 0.70165 -5.50694 -1.50704 0.0237 -0.0432 -0.0001
H 1.36213 -4.96976 0.84743 0.0021 -0.0289 0.0048
H 1.02951 -2.65621 1.68377 -0.0004 -0.0004 0.0232
C -3.71328 0.55930 1.63117 0.2031 0.1598 0.0744
Te -2.36976 -0.93934 0.98501 -0.0346 -0.2084 -0.0404
C -2.17279 -1.90853 2.85601 -0.1190 -0.0022 0.0782
H -4.51462 0.02906 2.14146 -0.0222 0.0397 0.0015
H -4.10393 1.06869 0.75482 -0.0035 -0.0009 -0.0274
H -3.22912 1.26644 2.30014 -0.0011 -0.0279 0.0191
H -2.36116 -1.19005 3.64741 -0.0033 -0.0292 0.0279
H -1.16270 -2.29323 2.94407 0.0315 -0.0248 -0.0131
H -2.90057 -2.71564 2.89337 0.0025 0.0135 -0.0348
F 2.98187 -0.27898 5.60495 -0.0112 -0.0051 -0.0159
C 2.25235 -0.20427 4.48457 0.0071 -0.0103 0.0060
C 2.86773 -0.42854 3.26889 -0.0123 0.0886 0.0398
C 2.09401 -0.36771 2.11541 -0.1186 0.0699 -0.0668
C 0.72948 -0.07027 2.16574 -0.5328 -0.2851 0.0513
C 0.15960 0.17567 3.41802 0.1766 0.0624 -0.1420
C 0.90668 0.10203 4.58380 0.0973 0.0425 0.0099
H 3.92610 -0.64472 3.23457 0.0274 -0.0133 0.0020
H 2.58968 -0.55143 1.16489 -0.0121 -0.0580 -0.0107
H -0.88465 0.45569 3.49765 -0.0220 -0.0219 0.0187
H 0.47281 0.28255 5.55724 -0.0135 0.0207 0.0299
```
Positions in Å, forces in eV/Å.

DFT total energy: -81408.4260 eV
LUMO level (spin up / spin down): -0.1982 / -0.1986 Ha
Frontier orbital gap (spin up / spin down): 4.99 / 4.98 eV
HOMO level (spin up / spin down): -10.38 / -10.38 eV
Total charge: +1

---

Formula: C21H60O9
Source: the OMol25 dataset
Level of theory: the ωB97M-V functional and the def2-TZVPD basis

Geometry as XYZ:
```
90
Properties=species:S:1:pos:R:3:forces:R:3
O -3.39097 -3.80680 0.23249 -0.3782 0.0287 -0.0471
H -3.07234 -3.13217 0.83214 0.1610 0.2063 0.3389
H -2.73330 -3.84046 -0.46218 0.2669 -0.1337 -0.3198
O 0.23372 0.22037 -0.87980 0.2130 -0.2459 -0.2198
H -0.41783 -0.14477 -0.28116 -0.1570 -0.1329 0.1842
H 0.13522 1.16847 -0.79245 -0.0219 0.4400 0.0132
C -0.41956 -5.05113 -4.86402 0.5726 -0.3341 -0.1437
C -0.62359 -5.65275 -3.43958 -0.6304 1.0379 -1.5922
C 0.50429 -6.50783 -2.98209 1.0062 -0.8252 -0.7904
O -0.79663 -4.58162 -2.55109 -0.4624 0.6578 0.7314
H -0.56493 -5.75451 -5.68391 0.1227 -0.3892 0.1925
H 0.59914 -4.67505 -4.95844 0.2305 0.0401 0.0035
H -1.06821 -4.21823 -5.13535 -0.3055 -0.0055 0.6393
H -1.57437 -6.17717 -3.53498 -0.0111 -0.2645 0.6617
H 0.61038 -7.29744 -3.72597 -0.0663 -0.6040 0.3329
H 0.46393 -6.88079 -1.95868 -0.5236 -0.1212 -0.1817
H 1.47403 -6.01627 -3.06007 -0.0386 0.5933 0.0187
H -0.13094 -3.93675 -2.80130 0.0519 0.2818 0.2080
C -4.50551 -0.38155 -2.99512 0.4401 1.7436 -0.4930
C -5.48364 -0.49972 -1.82738 0.0219 1.1551 -1.1982
C -6.76047 0.22069 -1.97090 -0.2737 2.5480 -0.2390
O -5.93784 -1.76867 -1.78428 0.5030 -3.7655 1.6399
H -4.72018 -0.99497 -3.87018 -0.2247 -0.4554 0.4541
H -3.45189 -0.45607 -2.72601 -0.0284 -0.5907 0.2340
H -4.53562 0.62644 -3.40883 -0.1510 0.3929 0.0352
H -5.01876 -0.15744 -0.90281 0.3103 -0.1410 0.2536
H -6.44837 1.26461 -1.94042 -0.7247 0.5660 -0.5840
H -7.44988 0.10342 -1.13479 0.2675 -0.4142 0.1011
H -7.28311 -0.06697 -2.88315 0.1150 0.2447 -0.0932
H -5.30977 -2.16668 -1.17706 -0.1788 -1.3695 -0.0555
C -3.84498 -1.20393 4.64526 -0.4556 -1.4098 -0.2777
C -3.21725 -0.52664 3.47833 0.6865 1.5664 0.7120
C -2.52597 0.78663 3.79634 0.0208 0.9669 -0.1743
O -2.18079 -1.30979 2.84863 -1.2393 -0.1589 0.0299
H -3.13198 -1.56100 5.38838 -0.0336 0.0655 0.0593
H -4.30481 -2.04473 4.12594 -0.0995 -0.6686 0.6874
H -4.68016 -0.67759 5.10737 0.2962 0.3856 -0.0075
H -4.05615 -0.31911 2.81404 0.4141 -0.1882 -0.6823
H -2.95998 1.49810 4.49886 -0.8778 -0.2147 -0.1463
H -2.43586 1.27348 2.82528 0.4973 0.3790 0.1810
H -1.54684 0.66607 4.25990 0.3202 -0.4435 -0.3192
H -1.45328 -1.17472 3.46025 0.5341 -0.3128 -0.1978
C -0.98394 5.95447 -0.95022 -1.1710 0.7781 0.2441
C -1.64421 4.71820 -0.29783 2.9891 2.4463 1.6660
C -2.60929 4.07824 -1.12133 -1.7746 -0.8128 -1.9654
O -0.55791 3.85230 -0.06692 0.5771 -1.5779 0.5255
H -0.70428 5.78197 -1.98952 0.2513 -0.1252 0.1442
H -0.16970 6.35130 -0.34389 0.3769 -0.5822 -0.1241
H -1.66424 6.80578 -0.92625 -0.4517 0.0324 -0.3446
H -2.00168 5.06195 0.67282 -0.5338 -0.1055 0.1240
H -2.07163 3.76918 -2.01772 -0.2382 -0.0548 -0.3243
H -3.35267 4.83002 -1.38650 -0.2598 -0.2334 -0.2584
H -3.10207 3.18684 -0.73316 0.0784 0.1469 0.3578
H -0.23595 4.00396 0.82468 0.2404 -0.0467 -0.0421
C 4.89182 4.91955 3.00597 2.0098 -0.0186 -0.7348
C 3.88605 5.36778 1.94737 0.5006 -1.9956 -0.8149
C 3.85100 4.48547 0.65024 1.0534 0.5675 0.2088
O 2.69445 5.15425 2.58775 -3.3250 0.5083 0.7699
H 4.62862 4.04576 3.60206 -0.8420 0.1441 -0.2449
H 5.17116 5.71231 3.69994 -0.1890 0.1330 -0.0140
H 5.81716 4.57921 2.54119 0.3790 0.3035 -0.1542
H 3.97160 6.40331 1.61804 0.4450 0.1142 0.1747
H 4.88076 4.47291 0.29314 0.0683 -0.1891 -0.3004
H 3.24428 4.88636 -0.16172 -0.1196 0.4320 0.2630
H 3.52005 3.45102 0.74237 0.0625 0.0478 0.7053
H 2.35989 5.98234 2.93981 -0.1091 -0.0630 0.1227
C 2.54881 -2.83097 2.90854 1.8181 -0.3145 -0.3874
C 2.60644 -2.11070 4.26376 2.2128 -1.4757 -1.0527
C 3.60450 -0.94473 4.39418 -1.1179 0.1322 -0.2889
O 1.33655 -1.69900 4.48842 -2.8543 1.4032 1.4109
H 3.55525 -2.84934 2.49041 0.1521 0.2074 -0.3771
H 1.87384 -2.37163 2.18638 0.0351 0.2087 0.2446
H 2.33853 -3.89913 2.96259 -0.5380 0.0348 0.3946
H 2.84822 -2.84882 5.02850 0.4677 -0.1811 0.1165
H 3.39601 -0.46374 5.34983 0.2013 -0.0050 0.0874
H 3.35063 -0.21304 3.62719 0.1440 0.1308 -0.1270
H 4.66583 -1.18094 4.31745 -0.2093 -0.3499 -0.0220
H 0.89934 -2.44427 4.90676 -0.4105 0.2172 -0.0149
C 5.32483 0.08371 -3.31445 2.0294 0.6085 0.0411
C 4.06496 -0.63753 -3.55719 -1.0267 -1.9069 1.0883
C 3.87867 -1.82435 -2.58437 0.5802 -0.2358 0.5856
O 3.02296 0.22520 -3.29849 -1.5557 1.8643 -0.2874
H 5.98336 -0.54211 -2.71212 0.3030 0.1368 -0.0731
H 5.19908 1.03441 -2.79633 -0.3458 -0.1852 0.1739
H 5.83958 0.33999 -4.24043 0.1107 -0.1128 -0.0486
H 4.05100 -0.98183 -4.59129 -0.2860 -0.2004 -0.1754
H 2.85019 -2.09469 -2.34509 -0.3376 -0.1782 -0.9184
H 4.18857 -1.56293 -1.57258 0.5347 0.4593 0.0108
H 4.45792 -2.71352 -2.83328 -0.1177 -0.0511 -0.2303
H 2.31091 -0.16949 -2.78977 0.0227 -0.1665 -0.0836
```
Positions in Å, forces in eV/Å.

DFT total energy: -41174.0657 eV
LUMO level: 0.0111 Ha
Frontier orbital gap: 10.02 eV
SMILES: CC(C)O.CC(C)O.CC(C)O.CC(C)O.CC(C)O.CC(C)O.CC(C)O.O.O
HOMO level: -9.72 eV

---

Formula: C3H3O3
Source: the OMol25 dataset
Level of theory: the ωB97M-V functional and the def2-TZVPD basis

Geometry as XYZ:
```
9
Properties=species:S:1:pos:R:3:forces:R:3
C -0.75255 2.39985 1.90926 0.2358 -1.2617 -2.0998
C -0.19669 -0.89010 0.27403 -1.4045 -3.4438 2.0202
C 0.51503 -0.03250 -0.31183 -0.1308 -0.6023 0.2080
O -0.55950 2.98572 2.83007 0.3749 3.0311 4.6928
O 1.08481 0.97793 -0.67321 -0.9728 0.9552 0.6554
O -0.80411 1.77299 0.95478 -0.8916 -1.2765 -2.2441
H 0.09743 -1.40326 1.30350 0.0449 1.4428 -2.0940
H -1.13708 -1.48366 -0.05031 1.5159 1.5861 -0.1047
H 1.74666 0.95460 -1.35432 1.2282 -0.4309 -1.0336
```
Positions in Å, forces in eV/Å.

DFT total energy: -9291.8108 eV
LUMO level: -0.2275 Ha
Frontier orbital gap: 10.30 eV
HOMO level: -16.49 eV
Total charge: +1

---

Formula: C17H26O4
Source: the OMol25 dataset
Level of theory: the ωB97M-V functional and the def2-TZVPD basis

Geometry as XYZ:
```
47
Properties=species:S:1:pos:R:3:forces:R:3
C 6.07289 2.01627 3.04788 -0.1581 -0.1671 0.0928
C 4.89144 1.05743 2.96558 0.1312 0.2013 -0.2706
C 4.41281 0.86227 1.52889 -0.1967 -0.2715 0.4374
C 3.21752 -0.08422 1.43882 0.2040 0.2460 -0.3742
C 2.76741 -0.29755 -0.00386 -0.2373 -0.1925 0.4059
C 1.57576 -1.24732 -0.10496 0.1977 0.1826 -0.4198
C 1.17964 -1.48711 -1.55997 -0.1111 -0.2336 0.1964
C 0.09382 -2.54683 -1.74026 -0.0418 0.1181 0.1073
C -1.26370 -2.19625 -1.12700 0.1847 0.0802 -0.2432
C -1.86911 -0.91930 -1.70743 -0.1692 -0.2833 0.2728
C -3.35048 -0.79972 -1.35632 0.2117 0.1695 -0.1535
H -3.47576 -0.85617 -0.27166 -0.0243 -0.1225 0.0441
H -3.90256 -1.63248 -1.79738 -0.0562 0.0110 0.0811
C -3.93603 0.52071 -1.89076 -0.0852 0.0382 -0.3573
C -3.33058 1.71329 -1.17206 0.3409 -0.3062 -0.2704
O -2.79300 2.63542 -1.71584 0.0987 0.1182 0.1033
C -3.58296 1.64340 0.33340 -0.2374 0.4319 0.1233
O -2.73521 1.54467 1.17178 0.1748 -0.0118 -0.0285
C -5.07504 1.66966 0.61867 0.0216 -0.2449 0.6279
C -5.72521 0.51251 -0.11934 -0.3373 0.3275 0.1250
O -6.35205 -0.35806 0.41102 -0.0414 -0.0736 -0.0825
C -5.42955 0.58310 -1.61743 0.1554 -0.3692 -0.3197
O -6.27021 0.71569 -2.46032 -0.1482 -0.0236 0.0743
H -5.48578 2.60599 0.23138 -0.0130 0.0526 -0.0844
H -5.26265 1.59036 1.69079 0.0271 0.0082 -0.1171
H -3.75771 0.61610 -2.96564 -0.0860 0.0859 0.1348
H -1.33862 -0.04797 -1.32013 0.1030 0.0903 -0.0665
H -1.75761 -0.92511 -2.79447 0.0229 0.0892 -0.0517
H -1.17065 -2.09266 -0.04469 -0.0633 -0.0456 0.0773
H -1.94373 -3.03000 -1.31874 -0.0617 -0.0210 0.0776
H -0.04503 -2.72253 -2.80982 -0.0203 -0.0972 -0.0361
H 0.43974 -3.48410 -1.29633 0.0299 -0.0490 -0.0754
H 2.06451 -1.81776 -2.11003 0.0261 0.0876 -0.0522
H 0.85613 -0.54380 -2.00525 0.0570 0.0620 -0.0853
H 1.83681 -2.20107 0.36105 -0.0518 -0.0600 0.0715
H 0.73438 -0.82587 0.44730 -0.0685 -0.0161 0.1220
H 3.60162 -0.70448 -0.58093 0.0363 0.0271 -0.0826
H 2.49960 0.66492 -0.44730 0.0411 0.0452 -0.0682
H 3.48615 -1.04890 1.87645 -0.0293 -0.0476 0.0812
H 2.38806 0.32311 2.02320 -0.0336 -0.0398 0.0599
H 5.23500 0.45886 0.93245 0.0497 0.0490 -0.0948
H 4.13871 1.82980 1.10387 0.0342 0.0817 -0.0859
H 5.18305 0.09090 3.38139 -0.0759 -0.0618 0.0692
H 4.06994 1.44554 3.57263 -0.0509 -0.0800 0.0406
H 6.39384 2.13958 4.07946 0.1159 0.0778 0.0705
H 6.91218 1.63627 2.46842 0.1198 0.0134 -0.0406
H 5.80218 2.99339 2.65349 0.0146 0.1238 -0.0357
```
Positions in Å, forces in eV/Å.

DFT total energy: -26240.1842 eV
LUMO level: -0.0238 Ha
Frontier orbital gap: 9.14 eV
SMILES: CCCCCCCCCCCC1C(=O)C(=O)CC(=O)C1=O
HOMO level: -9.79 eV

---

Formula: C3H4O2
Source: the OMol25 dataset
Level of theory: the ωB97M-V functional and the def2-TZVPD basis

Geometry as XYZ:
```
9
Properties=species:S:1:pos:R:3:forces:R:3
O -1.51971 0.29871 -0.42592 -0.0365 0.1342 0.2102
C -0.29220 0.66642 -0.57728 -0.0805 0.2232 -0.1748
C 0.45644 0.53325 0.65583 -0.3752 0.1530 -0.0325
C 0.34307 -0.90607 0.17146 -0.0562 -0.5630 0.4176
O 1.55904 -0.31922 0.67309 0.1070 0.1257 0.0224
H 0.06645 0.97912 -1.55425 0.2464 -0.0546 0.0872
H -0.02810 0.71835 1.61088 0.0061 0.0581 -0.1338
H -1.08962 -0.72621 0.28767 0.2231 -0.0749 0.0675
H 0.50463 -1.24435 -0.84148 -0.0342 -0.0018 -0.4637
```
Positions in Å, forces in eV/Å.

DFT total energy: -7264.3236 eV
LUMO level: 0.0276 Ha
Frontier orbital gap: 10.34 eV
HOMO level: -9.59 eV